[1]
The following is a quantum chemistry calculation of a molecular structure, C13H16FIrNO4S6Si, from the Open Molecules 2025 dataset.

Cartesian coordinates (Å):
Ir  0.663  0.593  -0.553
C  -0.685  -2.864  -1.922
Si  -1.076  -2.064  -0.285
C  -2.448  -0.803  -0.396
C  -1.680  -3.385  0.925
N  0.336  -1.237  0.339
C  1.404  -1.732  1.024
C  1.637  -3.063  1.412
C  2.773  -3.413  2.135
C  3.725  -2.461  2.488
C  3.530  -1.143  2.085
C  2.395  -0.836  1.384
F  2.192  0.448  0.917
H  -1.582  -3.270  -2.404
H  0.037  -3.678  -1.799
H  -0.239  -2.115  -2.583
H  -3.420  -1.278  -0.576
H  -2.263  -0.095  -1.211
H  -2.507  -0.225  0.531
H  -2.772  -3.465  0.863
H  -1.417  -3.136  1.959
H  -1.267  -4.376  0.702
H  0.920  -3.823  1.124
H  2.922  -4.450  2.413
H  4.613  -2.739  3.041
H  4.252  -0.362  2.296
O  1.440  -0.144  -2.611
S  1.043  1.279  -2.831
O  1.193  1.789  -4.149
O  -0.388  1.329  -2.287
O  1.771  2.049  -1.755
C  -3.481  3.426  0.645
S  -2.732  3.378  -1.006
C  -1.104  3.975  -0.673
C  -0.199  3.475  0.191
S  -0.305  2.003  1.147
S  1.282  4.406  0.333
C  0.959  5.574  -0.879
S  1.968  6.818  -1.262
S  -0.574  5.333  -1.631
H  -4.473  2.983  0.547
H  -3.560  4.459  0.982
H  -2.881  2.839  1.328

Results
**Calculated total energy**: -3743.626255 a.u.
**Kohn-Sham gap**: 0.2701 hartree
**Relative energy (zero: lowest compared OMol25 entry of this formula, charge and spin)**: 0.719 eV
**Net charge**: -1
**HOMO energy**: -5.005 eV


[2]
The following is a quantum chemistry calculation of a molecular structure, C29H27F4N3OPPd, from the Open Molecules 2025 dataset.

Cartesian coordinates (Å):
Pd  0.116  0.203  0.631
C  1.095  -1.750  3.124
N  1.865  -1.176  2.040
C  2.970  -0.391  2.537
C  2.293  -2.165  1.067
C  1.154  -2.743  0.246
N  0.543  -1.690  -0.532
C  -0.177  -2.043  -1.604
C  -0.427  -1.077  -2.632
F  0.134  0.138  -2.519
C  -1.168  -1.349  -3.749
F  -1.330  -0.372  -4.671
C  -1.731  -2.596  -3.999
C  -1.497  -3.553  -3.037
F  -2.025  -4.790  -3.195
C  -0.764  -3.306  -1.892
F  -0.680  -4.322  -0.986
H  1.687  -2.471  3.719
H  0.213  -2.259  2.739
H  0.754  -0.952  3.785
H  3.690  -0.997  3.118
H  2.593  0.405  3.182
H  3.494  0.075  1.704
H  2.831  -2.996  1.567
H  2.994  -1.674  0.389
H  0.459  -3.279  0.908
H  1.595  -3.518  -0.399
H  -2.312  -2.798  -4.884
O  -2.302  -1.898  0.885
N  -2.294  -0.510  0.948
C  -2.684  -0.109  2.090
C  -2.839  1.316  2.443
C  -3.841  1.562  3.390
C  -4.136  2.840  3.826
C  -3.411  3.908  3.316
C  -2.398  3.672  2.402
C  -2.073  2.392  1.948
P  -0.620  2.160  0.803
C  -1.327  2.861  -0.745
C  -2.650  3.255  -0.906
C  -3.121  3.682  -2.144
C  -2.270  3.739  -3.234
C  -0.943  3.351  -3.084
C  -0.484  2.904  -1.859
C  0.377  3.600  1.396
C  1.143  3.394  2.542
C  1.928  4.405  3.070
C  1.986  5.643  2.442
C  1.245  5.856  1.290
C  0.442  4.845  0.774
H  -1.778  -2.067  0.086
H  -2.964  -0.847  2.844
H  -4.402  0.720  3.778
H  -4.922  2.999  4.554
H  -3.624  4.922  3.634
H  -1.830  4.514  2.028
H  -3.335  3.224  -0.068
H  -4.162  3.966  -2.247
H  -2.638  4.062  -4.199
H  -0.271  3.363  -3.933
H  0.535  2.547  -1.764
H  1.126  2.417  3.014
H  2.508  4.223  3.967
H  2.608  6.433  2.845
H  1.284  6.815  0.786
H  -0.141  5.033  -0.118

Results
**Calculated total energy**: -2229.465469 a.u.
**Kohn-Sham gap**: 0.2178 hartree
**Net charge**: -1
**HOMO energy**: -3.138 eV